11 unconnected molecules or ions with the total composition C47H109BBrFN3O17S at a distorted geometry. Source: OMol25; level of theory: ωB97M-V/def2-TZVPD.

```
180
Properties=species:S:1:pos:R:3:forces:R:3:lowdin_charge:R:1
C 2.15425 -1.82170 9.72228 -0.22 -0.23 -0.12 -0.056
C 2.16745 -1.81884 8.19872 0.20 0.27 -0.03 -0.273
O 3.42503 -2.28848 7.73417 -0.13 0.01 0.10 -0.147
C 3.81452 -1.79295 6.47405 0.15 -0.42 -0.18 -0.214
C 2.80915 -2.03223 5.34267 -0.13 0.32 -0.15 -0.175
C 2.03861 -0.78591 4.88229 0.06 -0.49 -0.24 -0.185
C 0.86301 -1.19016 3.98055 0.23 0.00 0.00 -0.174
C 0.54913 -0.16586 2.87662 -0.15 -0.52 0.01 -0.112
C 0.24921 -0.83151 1.52212 0.52 1.19 0.36 -0.164
N -0.75895 -1.92292 1.74644 -0.21 -0.38 -0.11 0.007
N -1.90531 -1.53820 2.49643 -0.41 -0.02 -0.12 0.163
C -1.14376 -2.73347 0.46939 0.06 -0.15 -0.08 -0.296
C -1.11417 -4.20702 0.91746 0.12 -0.05 0.53 -0.108
C -2.17190 -4.54755 1.98793 0.17 -0.35 0.12 -0.231
C -1.54001 -4.84902 3.36330 -0.93 0.27 -0.09 -0.519
S -2.58812 -4.26423 4.74568 0.10 0.20 0.32 0.740
N -2.50900 -2.40258 0.13942 -0.02 0.22 -0.10 0.191
C -3.04341 -3.13080 -0.66542 0.52 -0.38 -0.05 -0.289
O -3.45742 -3.89910 -1.43058 -0.61 0.27 -0.20 0.218
C -0.14792 -2.41424 -0.68745 0.18 0.13 0.24 -0.182
C 1.12736 -3.27112 -0.53184 0.11 -0.43 0.06 -0.184
C 1.06147 -4.60881 -1.31237 0.63 0.33 0.72 -0.148
C 2.47321 -5.07766 -1.71034 -0.31 -0.14 -0.64 -0.095
C 3.11081 -5.84360 -0.59345 0.52 -0.03 0.10 -0.507
O 3.99068 -5.42605 0.10110 -0.22 0.10 0.19 0.142
O 2.59550 -7.11220 -0.43071 -0.67 0.39 -0.23 0.079
C 0.03375 -0.85724 -0.97186 -0.49 0.51 -0.20 -0.420
Br 1.78554 -0.58879 -1.85484 0.22 -0.10 0.18 1.015
B -1.01287 -0.44717 -2.16064 -0.03 0.38 -0.36 -0.559
C -0.59810 0.02710 -3.59091 -0.43 -0.46 -0.05 -0.046
O -2.37013 -0.55363 -1.91870 0.30 -1.00 0.21 0.114
C -0.08535 0.07573 0.32064 0.19 -0.42 -0.19 -0.320
C 0.94306 1.23190 0.26503 -0.38 0.64 0.49 -0.174
C 0.75515 2.42452 1.23834 0.45 -0.05 0.04 -0.141
C 2.05859 2.84727 1.91033 -1.00 0.14 0.07 -0.192
F 2.75731 3.70400 1.06476 0.30 -0.17 -0.05 -0.045
C -1.47211 0.70339 0.45016 -0.42 0.25 0.87 -0.130
O -1.55761 1.82244 -0.42732 0.28 -0.70 -0.96 0.003
C -2.80703 2.12707 -0.88210 -0.49 0.48 0.43 -0.498
C -2.87323 2.53312 -2.31905 0.37 0.03 -0.04 0.046
O -3.75791 2.09334 -0.15062 -0.05 -0.40 -0.03 0.141
H 3.17072 -1.93709 10.08758 0.05 0.08 0.05 0.080
H 1.55318 -2.64070 10.11147 0.06 -0.08 0.07 0.071
H 1.73232 -0.89676 10.10680 0.04 0.07 0.07 0.072
H 1.37135 -2.44787 7.78985 -0.10 0.01 0.00 0.112
H 2.00193 -0.80068 7.83051 0.04 0.05 -0.01 0.107
H 4.09040 -0.73283 6.53089 -0.17 0.10 0.04 0.127
H 4.72241 -2.34310 6.23270 0.11 0.03 0.10 0.122
H 2.10740 -2.82907 5.59879 0.07 -0.07 0.25 0.112
H 3.36109 -2.39158 4.47075 0.00 -0.11 -0.04 0.115
H 2.73259 -0.18700 4.29448 0.00 0.30 0.17 0.091
H 1.69851 -0.19226 5.72781 -0.01 0.12 0.00 0.113
H -0.01025 -1.40218 4.59915 -0.10 -0.05 -0.02 0.117
H 1.16344 -2.14565 3.52267 0.03 -0.01 -0.09 0.105
H -0.24597 0.50757 3.18509 0.08 0.17 0.09 0.117
H 1.45664 0.40491 2.71711 -0.07 0.26 -0.01 0.100
H 1.21252 -1.27381 1.25977 -0.25 -0.65 -0.14 0.165
H -0.26950 -2.61674 2.31147 0.15 0.15 0.08 0.128
H -1.93328 -0.54847 2.68202 0.14 0.04 -0.02 0.102
H -2.01048 -2.09504 3.33873 0.17 0.05 0.08 0.057
H -1.18820 -4.85750 0.05112 -0.24 0.13 -0.17 0.121
H -0.14373 -4.44560 1.35683 0.13 0.03 -0.18 0.112
H -2.71917 -5.43576 1.67825 -0.07 -0.01 -0.03 0.126
H -2.91244 -3.76219 2.09495 0.02 0.13 -0.17 0.074
H -0.59618 -4.32396 3.50785 0.19 -0.21 0.01 0.050
H -1.41750 -5.91893 3.49042 0.40 -0.03 0.01 0.074
H -3.76640 -4.16022 4.11631 0.04 -0.19 -0.18 -0.113
H -0.63703 -2.82326 -1.57580 -0.10 0.05 -0.03 0.138
H 2.01840 -2.76931 -0.87915 -0.14 0.34 -0.13 0.036
H 1.34087 -3.46396 0.52290 0.04 -0.05 0.04 0.111
H 0.43802 -4.48420 -2.19399 0.01 -0.08 -0.09 0.112
H 0.66192 -5.38855 -0.66641 -0.39 -0.12 -0.28 0.095
H 3.10468 -4.24107 -1.99505 0.06 0.07 0.08 0.115
H 2.37587 -5.72316 -2.58348 0.08 -0.18 0.05 0.131
H 2.17610 -7.17098 0.43613 0.48 -0.29 0.19 0.116
H -0.08034 0.98469 -3.55765 0.23 -0.06 -0.02 0.054
H -1.48025 0.19210 -4.21491 -0.08 0.06 0.01 0.074
H 0.01681 -0.70629 -4.11723 0.28 0.14 0.07 0.049
H -2.81068 -0.85474 -2.72222 -0.19 0.63 -0.09 0.125
H 0.87448 1.66303 -0.72654 0.26 -0.20 -0.17 0.101
H 1.94676 0.84475 0.41938 0.06 -0.14 -0.22 0.090
H 0.02812 2.26595 2.02945 -0.10 -0.11 -0.03 0.100
H 0.41918 3.30308 0.69143 -0.21 -0.01 -0.05 0.124
H 1.80237 3.40885 2.80836 0.31 0.07 0.10 0.127
H 2.68480 1.99566 2.17106 0.26 0.11 -0.03 0.091
H -1.60442 1.05691 1.47673 0.05 0.16 0.02 0.124
H -2.30002 0.02242 0.27418 0.04 -0.11 -0.19 0.116
H -1.89123 2.73364 -2.74023 0.03 0.11 0.02 0.090
H -3.53793 3.38323 -2.42924 -0.03 0.06 0.00 0.098
H -3.29274 1.68950 -2.86347 -0.10 0.00 -0.03 0.091
C -7.71960 2.71542 -2.08830 -0.02 -0.07 0.03 -0.093
C -7.66632 3.20635 -0.65309 0.17 -0.05 -0.03 -0.325
O -7.22266 2.19447 0.24197 -0.05 -0.05 -0.08 -0.084
H -8.37983 1.85145 -2.16898 -0.03 0.02 0.00 0.075
H -8.08144 3.49612 -2.75896 0.01 0.01 0.00 0.074
H -6.72590 2.40679 -2.42477 0.01 0.05 -0.01 0.060
H -8.65821 3.49991 -0.31273 0.00 0.00 0.03 0.111
H -7.00931 4.08004 -0.57643 -0.07 0.06 -0.01 0.108
H -6.33680 1.93334 -0.03274 0.10 0.05 0.10 0.052
C 3.04705 -2.40492 -6.03065 -0.05 0.06 0.01 -0.073
C 2.76541 -2.93431 -4.63799 -0.12 -0.03 -0.11 -0.328
O 1.40558 -2.74291 -4.26255 0.03 -0.20 0.08 -0.142
H 2.80289 -1.34360 -6.08721 0.03 0.01 0.01 0.077
H 4.09602 -2.53788 -6.29721 0.00 -0.01 0.00 0.079
H 2.43592 -2.92538 -6.77124 0.03 -0.04 -0.01 0.074
H 3.36652 -2.40215 -3.89872 -0.01 -0.02 0.03 0.093
H 3.02054 -3.99891 -4.57904 0.09 0.02 0.02 0.106
H 0.83963 -3.21041 -4.89564 -0.14 0.13 0.01 0.046
C -0.85771 2.64246 -7.61772 -0.01 -0.09 0.06 -0.088
C -0.63375 3.32741 -6.28366 0.15 -0.03 -0.08 -0.309
O 0.04226 2.47900 -5.35432 -0.08 0.10 -0.06 -0.102
H -1.43364 1.72600 -7.48287 -0.03 0.02 0.00 0.073
H -1.39409 3.29469 -8.30738 0.01 0.01 -0.01 0.077
H 0.09537 2.37029 -8.07674 0.00 0.05 -0.03 0.074
H -1.58533 3.58467 -5.81938 0.01 0.00 0.04 0.108
H -0.06363 4.25124 -6.41978 -0.07 0.05 0.00 0.111
H 0.89612 2.24966 -5.73567 0.01 0.00 0.04 0.087
C 1.93142 7.44097 -0.32944 0.16 0.00 -0.01 -0.082
C 2.08492 6.54618 -1.54274 0.00 -0.14 0.21 -0.317
O 3.15700 5.61490 -1.40278 -0.01 0.07 -0.12 -0.093
H 2.85791 7.98774 -0.14553 0.00 0.00 -0.03 0.080
H 1.11948 8.15489 -0.46681 0.05 -0.08 0.01 0.046
H 1.72037 6.84355 0.56282 -0.05 -0.01 -0.02 0.071
H 2.31123 7.14054 -2.42793 -0.01 -0.03 -0.04 0.105
H 1.15203 6.00143 -1.73000 -0.04 0.08 -0.09 0.106
H 2.96785 5.06901 -0.63263 0.08 -0.02 0.03 0.041
C 6.56391 2.02143 4.13362 -0.03 -0.06 0.08 -0.081
C 5.17763 1.77570 3.57358 0.05 0.23 0.11 -0.325
O 4.16967 1.87945 4.58268 -0.09 -0.10 -0.12 -0.104
H 6.78077 1.31345 4.93370 0.01 -0.03 -0.02 0.078
H 7.32375 1.91831 3.35876 0.00 0.02 -0.01 0.080
H 6.63640 3.02719 4.55255 0.02 0.03 -0.06 0.078
H 5.10104 0.76483 3.16996 -0.05 -0.01 0.01 0.110
H 4.96035 2.48429 2.76684 0.05 -0.06 -0.07 0.102
H 4.20818 2.76878 4.94974 0.03 -0.02 0.04 0.088
C -2.22985 -7.51458 -3.33300 -0.08 0.00 -0.02 -0.092
C -3.66829 -7.63038 -3.81729 0.09 0.26 0.31 -0.312
O -4.58295 -7.47678 -2.73382 0.08 -0.07 -0.13 -0.078
H -2.01807 -8.26396 -2.57029 -0.02 -0.07 -0.06 0.077
H -1.52308 -7.63747 -4.15537 0.02 0.02 0.02 0.071
H -2.06612 -6.53367 -2.87374 0.03 0.04 -0.09 0.053
H -3.85711 -8.60956 -4.25203 -0.05 -0.02 0.04 0.115
H -3.87725 -6.87245 -4.58104 0.04 -0.08 -0.09 0.102
H -4.42983 -6.60540 -2.35488 -0.09 0.01 0.04 0.063
C -5.17431 -3.14680 8.26679 0.07 0.07 -0.01 -0.088
C -5.83543 -2.41831 7.11318 0.10 -0.12 -0.04 -0.316
O -4.89315 -1.67435 6.33997 -0.04 0.07 -0.04 -0.095
H -4.65651 -2.43944 8.91468 -0.03 0.01 0.02 0.078
H -5.91010 -3.69058 8.85976 0.00 -0.02 -0.01 0.077
H -4.43452 -3.86356 7.89954 -0.04 -0.04 0.00 0.064
H -6.56044 -1.69357 7.47838 0.00 0.03 -0.03 0.114
H -6.36467 -3.12646 6.46640 -0.07 0.01 0.04 0.108
H -4.24311 -2.29119 5.99228 0.07 -0.02 0.06 0.016
C -0.32991 11.71516 -0.07780 0.08 -0.07 -0.01 -0.090
C -1.22370 10.53548 -0.40799 0.02 0.04 0.17 -0.312
O -0.66261 9.29884 0.03517 -0.16 0.13 -0.03 -0.106
H 0.65359 11.58551 -0.53015 -0.01 0.02 -0.03 0.076
H -0.76235 12.64736 -0.44239 -0.01 0.00 0.01 0.075
H -0.18911 11.80335 1.00202 -0.05 0.04 0.00 0.073
H -1.35005 10.43894 -1.48514 -0.01 -0.05 0.00 0.112
H -2.21326 10.67077 0.03989 -0.04 0.02 -0.08 0.108
H -0.55314 9.35320 0.99015 0.01 -0.02 -0.01 0.085
C 6.69764 6.02455 -3.75961 -0.03 0.02 -0.06 -0.094
C 6.67171 7.31181 -2.95673 -0.17 -0.15 0.04 -0.325
O 5.66920 8.20602 -3.42795 0.06 0.03 -0.03 -0.083
H 6.87716 6.24040 -4.81339 0.04 0.01 0.01 0.074
H 7.47934 5.35277 -3.40124 -0.01 0.00 0.01 0.072
H 5.73797 5.50778 -3.68259 0.02 -0.03 0.06 0.067
H 7.62396 7.83327 -3.04374 -0.04 0.09 -0.01 0.110
H 6.49811 7.09599 -1.89715 0.09 -0.03 0.01 0.106
H 4.82210 7.75695 -3.34063 0.00 0.02 0.02 0.066
C -2.68332 -4.01007 -7.28104 0.01 0.08 0.06 -0.081
C -1.34216 -4.40557 -6.69892 -0.27 -0.16 0.10 -0.292
O -0.96997 -3.54443 -5.61472 0.17 0.00 -0.11 -0.098
H -2.64940 -2.98363 -7.64630 0.02 -0.01 -0.04 0.079
H -2.95989 -4.66629 -8.10593 -0.01 -0.01 0.01 0.081
H -3.46778 -4.06640 -6.52186 -0.02 -0.07 -0.02 0.072
H -0.56570 -4.33600 -7.45850 0.12 0.12 0.13 0.116
H -1.35956 -5.43693 -6.33299 -0.02 -0.04 -0.12 0.106
H -1.65654 -3.61448 -4.94393 0.00 0.01 0.00 0.082
```
Forces are in eV/Å.

Properties
net charge	+1
molar mass	1130.17	g/mol
orbital gap	8.850	eV